Record 1
A single CH3NS2 molecule at a distorted geometry. Source: the Open Molecules 2025 dataset; level of theory: the ωB97M-V functional and the def2-TZVPD basis.

Results
M = 93.18 Da
Gap between HOMO and LUMO = 8.6 eV
E_HOMO = -0.323 Ha
Structure (SMILES) = NSC=S

Atoms and positions in Å:
N1 -1.26000 0.53719 0.00603
S1 0.31394 1.23493 -0.03842
C1 1.13784 -0.31628 0.04580
S2 2.69946 -0.64148 0.13730
H1 -1.57244 0.13478 0.84985
H2 -1.66810 0.19491 -0.80951
H3 0.34931 -1.14406 -0.19105



Record 2
C28H45BrN2P2Sn as an isolated structure at a distorted geometry. Source: the Open Molecules 2025 dataset; level of theory: the ωB97M-V functional and the def2-TZVPD basis.

Results
M = 670.25 Da
Gap between HOMO and LUMO (alpha / beta) = 4.6 / 4.6 eV
E_HOMO (alpha / beta) = -0.478 / -0.478 Ha
Total charge = +2

Atoms and positions in Å:
N1 -4.53881 -1.28309 3.32538
C1 -4.27664 -0.20778 4.09223
C2 -4.54675 1.09554 3.65242
C3 -5.01664 1.25958 2.32409
C4 -5.57544 0.11880 1.69254
C5 -5.27309 -1.13851 2.21411
C6 -4.78241 2.46217 1.56115
Sn1 -0.00464 0.96156 -0.95604
P1 3.35300 0.05400 -1.25562
C7 -4.69281 2.41673 0.18139
C8 -3.60015 2.92727 -0.60066
C9 -3.41361 2.38387 -1.90650
C10 -2.13953 2.34686 -2.44511
C11 -1.13507 2.80931 -1.60921
C12 -1.27169 3.57777 -0.46735
C13 -2.55721 3.64100 0.05816
Br1 1.15504 2.61264 -2.60788
H1 -4.61301 3.40050 2.10071
H2 -5.45380 1.86777 -0.38743
H3 -4.23582 1.93658 4.27337
H4 -6.07699 0.19201 0.73329
H5 -3.79024 -0.40818 5.05969
H6 -5.57529 -2.05040 1.67834
H7 -4.25422 1.93463 -2.44066
H8 -2.74375 4.15336 1.00524
H9 -1.93882 1.89836 -3.41758
H10 -0.41698 4.01561 0.04623
P2 -0.34942 -2.00638 -0.34217
C14 3.76569 1.79701 -0.74803
C15 4.55049 2.72052 -1.66383
H11 4.30464 1.66046 0.20118
H12 2.79759 2.26068 -0.50195
H13 4.79483 3.61524 -1.08058
H14 5.49716 2.28794 -1.99471
H15 3.99064 3.07370 -2.53887
C16 3.35812 0.03749 -3.12899
C17 4.53587 0.48160 -3.98877
H16 2.45506 0.62574 -3.36418
H17 3.15783 -1.02194 -3.37410
H18 4.15993 0.52818 -5.01924
H19 4.93189 1.47908 -3.75966
H20 5.35298 -0.25421 -3.98189
C18 4.88732 -0.93001 -0.99183
C19 6.20539 -0.18343 -1.16504
H21 4.80416 -1.75382 -1.72186
H22 4.81805 -1.36594 0.02055
H23 7.00742 -0.91250 -0.99032
H24 6.33127 0.21610 -2.18415
H25 6.31903 0.63672 -0.44031
C20 0.68094 -3.34127 0.39030
C21 2.16259 -3.23853 0.05657
H26 0.26406 -4.29093 0.02401
H27 0.53500 -3.31985 1.47764
H28 2.70326 -4.03973 0.56790
H29 2.34658 -3.34529 -1.01683
H30 2.60396 -2.29020 0.38184
C22 -0.33652 -2.59902 -2.09476
C23 -1.27128 -1.84887 -3.04706
H31 -0.60033 -3.67071 -2.05079
H32 0.70799 -2.51995 -2.44249
H33 -1.07474 -2.19986 -4.07169
H34 -2.32478 -2.05761 -2.80667
H35 -1.11106 -0.75597 -3.03683
C24 -2.04462 -2.48262 0.21486
C25 -2.15005 -2.68530 1.72195
H36 -2.31794 -3.39882 -0.32842
H37 -2.72398 -1.68190 -0.11901
H38 -3.19481 -2.74007 2.04576
H39 -1.64739 -3.61248 2.02790
H40 -1.70298 -1.85284 2.28339
C26 -0.47922 -0.33382 4.80823
C27 0.57982 0.47505 4.01422
C28 0.12549 1.00866 2.72317
N2 -0.15046 1.36285 1.64058
H41 -1.48622 0.09022 4.68070
H42 -0.26219 -0.34385 5.88715
H43 -0.48258 -1.38137 4.47706
H44 0.94459 1.31101 4.63780
H45 1.44630 -0.18708 3.80794



Look up the M of the first one.
93.18 Da